8
Properties=species:S:1:pos:R:3:forces:R:3 method="wB97M-V/def2-TZVPD" total_charge=+2 mol_weight_g_mol=124.96 e_lumo_ev=-8.7478 orbital_gap_ev=12.819 energy_ev=-30109.389 largest_force_ha_per_bohr=0.118 e_homo_ev=-21.567 relative_energy_kcal_mol=0.0
C 1.772702 1.704485 0.136649 -4.39 -0.19 1.48
C -1.623792 -1.446784 -0.588525 3.79 -2.78 3.84
N 0.628167 1.637230 0.389545 5.61 -0.42 -1.99
N -0.820271 -1.876313 0.163880 -2.13 0.70 -2.20
Cl 3.302130 1.683281 -0.030198 1.63 0.04 -0.52
Cl -2.758588 -0.970339 -1.497767 -1.53 0.94 -1.39
H -0.194784 1.914880 0.790471 -2.59 0.88 1.12
H -0.305565 -2.646440 0.635944 -0.38 0.82 -0.35



81
Properties=species:S:1:pos:R:3:forces:R:3 method="wB97M-V/def2-TZVPD" mol_weight_g_mol=677.43 e_lumo_ev="-1.1450 / -1.1230" orbital_gap_ev="3.696 / 3.774" energy_ev=-84979.616 largest_force_ha_per_bohr=0.061 e_homo_ev="-4.842 / -4.897" relative_energy_kcal_mol=9.2
C -2.112204 -0.582642 4.809864 -0.39 0.13 -0.68
C -2.920818 -0.232656 3.713129 0.54 -0.76 0.44
C -2.640831 -1.139743 2.642670 0.15 -0.74 0.80
H -3.685284 0.540784 3.701867 0.24 -0.09 0.01
C -1.666963 -2.056996 3.080344 -0.70 0.53 -0.21
C -1.242229 -1.673559 4.409866 0.04 0.57 -0.44
H -0.684722 -2.312892 5.095094 -0.28 -0.01 -0.04
H -2.201775 -0.188782 5.818218 0.24 0.13 -0.22
H -3.175442 -1.171022 1.696118 0.31 0.02 0.13
H -1.377743 -2.977219 2.573141 0.18 0.50 -0.05
Be 0.158070 -0.464200 3.811557 -1.88 -0.54 -1.71
Si 0.238749 -0.220659 0.315619 0.05 0.02 3.16
C -0.665675 1.274922 -0.273944 0.19 0.68 -0.73
C -0.023899 1.989216 -1.308829 -0.61 0.16 0.20
H 0.945876 1.642956 -1.670862 -0.33 0.17 0.03
C -0.626804 3.110507 -1.873124 -0.13 0.16 0.05
H -0.114321 3.650854 -2.668529 -0.16 -0.08 0.13
C -1.889796 3.526270 -1.436749 0.23 -0.24 0.05
H -2.376159 4.374384 -1.920999 0.10 -0.19 0.19
C -2.515159 2.849224 -0.382527 0.18 -0.04 -0.01
H -3.492891 3.183170 -0.034430 0.22 -0.05 -0.03
C -1.894809 1.754632 0.228379 0.25 0.05 -0.52
H -2.360983 1.266870 1.086702 0.11 0.03 -0.27
C -0.576390 -1.774372 -0.285984 -0.21 -0.45 -0.36
C -1.711038 -1.721630 -1.126333 0.36 -0.55 0.19
H -2.156190 -0.755351 -1.374731 0.20 -0.27 -0.04
C -2.267898 -2.901737 -1.628722 0.09 0.03 0.20
H -3.146233 -2.845713 -2.269471 0.16 -0.06 0.07
C -1.705425 -4.143222 -1.317036 0.07 0.22 0.01
H -2.117471 -5.056399 -1.743745 0.06 0.20 0.09
C -0.618640 -4.209859 -0.439729 -0.10 0.23 0.08
H -0.182905 -5.171965 -0.177241 -0.15 0.11 0.00
C -0.099909 -3.042905 0.118545 -0.38 0.15 -0.72
H 0.679316 -3.114930 0.877815 -0.14 -0.05 -0.30
H 1.707282 -0.133133 0.006619 -0.17 -0.14 -0.54
Si 2.491127 0.216010 -5.066103 -0.32 -0.06 -0.59
C 1.699498 -1.416555 -5.451180 0.15 -0.45 0.09
C 0.719802 -1.560841 -6.447809 -0.08 -0.37 0.19
H 0.406199 -0.698781 -7.042302 0.04 -0.23 0.26
C 0.130091 -2.810732 -6.680178 0.24 0.00 0.13
H -0.648058 -2.912703 -7.440032 0.26 0.03 0.23
C 0.537411 -3.928901 -5.940375 0.16 0.33 0.09
H 0.079624 -4.904980 -6.120731 0.13 0.35 0.07
C 1.543134 -3.794722 -4.973443 -0.01 0.10 -0.18
H 1.878087 -4.664600 -4.404580 -0.14 0.24 -0.18
C 2.129289 -2.546669 -4.740652 -0.42 -0.37 -0.23
H 2.924687 -2.452585 -3.999096 -0.28 -0.04 -0.10
C 1.287633 1.536910 -5.559291 0.19 0.30 -0.12
C 0.005999 1.568748 -4.994681 -0.16 0.41 -0.16
H -0.309792 0.793435 -4.291699 0.11 0.24 -0.15
C -0.875523 2.606897 -5.316185 0.11 -0.11 -0.07
H -1.862739 2.636231 -4.848447 0.31 0.01 -0.18
C -0.488601 3.605037 -6.218793 0.26 -0.24 0.10
H -1.179713 4.416741 -6.460375 0.26 -0.27 0.06
C 0.785356 3.561339 -6.801156 -0.10 -0.06 0.02
H 1.087610 4.339113 -7.506326 -0.10 -0.25 0.21
C 1.670431 2.527083 -6.476024 -0.43 0.18 0.12
H 2.663264 2.479619 -6.930326 -0.28 0.13 0.12
H 3.777870 0.325206 -5.792534 -0.04 0.19 0.11
Cl 2.873910 0.367341 -3.053351 0.17 -0.12 0.13
N 2.113757 0.836477 6.607100 0.29 -0.46 0.16
C 1.115051 1.797489 6.823102 0.27 -0.62 0.44
C 0.916977 2.656682 7.888136 -0.50 0.74 0.23
C -0.239500 3.465872 7.846866 0.85 -0.53 0.11
C -1.133146 3.393383 6.765432 0.12 -0.53 -0.72
C -0.927863 2.478289 5.713261 -0.25 0.43 0.23
C 0.184305 1.639516 5.805609 0.09 -0.29 -0.45
N 0.606760 0.576719 5.008855 1.36 -0.19 0.56
C 1.761916 0.090561 5.524486 -1.80 2.51 0.38
C 2.405451 -0.898552 4.729019 1.49 -1.62 -0.99
C 3.624694 -1.545511 4.780124 -0.83 0.20 -0.23
S 3.876366 -2.432342 3.290832 -0.66 0.81 0.93
C 2.358022 -1.902697 2.693648 -0.53 1.17 1.36
N 1.667765 -1.158091 3.572912 1.70 -0.87 -0.59
H 2.919106 0.673080 7.202784 -0.36 0.10 -0.25
H 1.638633 2.663598 8.707558 -0.35 0.26 -0.15
H -0.435164 4.162500 8.664709 0.08 -0.25 -0.28
H -2.004834 4.054485 6.746642 0.37 -0.28 -0.04
H -1.574543 2.409500 4.829770 0.13 0.01 0.59
H 4.287790 -1.531896 5.643273 0.11 -0.13 -0.57
H 2.033145 -1.988904 1.658986 0.05 -0.22 0.38